1.
Below is a 2-piece molecular cluster, C7H16N overall at a distorted geometry, with properties calculated with ωB97M-V with the def2-TZVPD basis set.

The geometry in XYZ format:
```
24
C7H16N (ωB97M-V with the def2-TZVPD basis set)
C 1.889 0.681 -1.142
C -1.496 -0.392 0.410
C 3.361 0.754 -0.921
C 1.380 0.996 -2.507
C -1.391 -1.684 -0.228
C -2.760 -0.118 2.471
C -1.343 -0.155 1.830
N 1.057 0.349 -0.235
H 3.604 1.069 0.092
H 3.829 1.425 -1.636
H 3.775 -0.245 -1.070
H 0.835 1.939 -2.473
H 0.690 0.229 -2.848
H 2.191 1.086 -3.221
H -0.812 -2.413 0.335
H -1.036 -1.602 -1.255
H -2.416 -2.071 -0.331
H -3.226 -1.097 2.415
H -3.395 0.619 1.988
H -2.648 0.152 3.517
H -0.758 -0.930 2.323
H -0.911 0.832 1.999
H 1.456 0.153 0.680
H -1.877 0.424 -0.194
```

Calculated values
DFT total energy = -9000.382 eV
multiplicity = 1
ΔE to the lowest compared entry with this formula, charge and spin = 185.51 kJ/mol
net charge = +1
highest occupied orbital energy = -13.845 eV
max |F| = 1.02 eV/A
HOMO-LUMO gap = 0.3053 hartree

=====

2.
Below is a 2-piece molecular cluster, C7H17N3P overall at a distorted geometry, with properties calculated with ωB97M-V with the def2-TZVPD basis set.

The geometry in XYZ format:
```
28
C7H17N3P (ωB97M-V with the def2-TZVPD basis set)
C -0.909 -1.124 1.061
C -0.052 0.139 -0.777
C -0.418 -2.368 0.314
C 0.860 -0.850 -1.142
C -2.393 0.025 -0.535
C 2.130 -2.649 -0.332
C -0.327 3.242 -0.400
N 2.139 2.807 -0.981
N -1.087 0.014 0.109
N 0.791 -2.047 -0.452
P 1.064 2.230 0.091
H -1.867 -1.305 1.430
H -0.210 -1.033 1.877
H 1.959 3.569 -1.689
H -0.290 0.711 -1.660
H -0.278 -3.187 1.102
H -1.264 -2.606 -0.315
H 1.638 -0.828 -1.931
H -2.261 0.591 -1.402
H -2.883 -0.914 -0.766
H -3.011 0.456 0.223
H 2.851 -2.025 0.237
H 2.088 -3.657 0.164
H 2.349 -2.825 -1.382
H -1.078 3.243 0.328
H 0.092 4.314 -0.539
H -0.691 2.831 -1.254
H 3.043 2.528 -1.080
```

Calculated values
DFT total energy = -21285.129 eV
multiplicity = 1
ΔE to the lowest compared entry with this formula, charge and spin = 131.87 kJ/mol
net charge = +1
highest occupied orbital energy (spin up / spin down) = -11.231 / -11.230 eV
max |F| = 4.04 eV/A
HOMO-LUMO gap (spin up / spin down) = 0.2546 / 0.2546 hartree

=====

3.
Below is a 9-piece molecular cluster, C41H85ClN4O27PS overall at a distorted geometry, with properties calculated with ωB97M-V with the def2-TZVPD basis set.

The geometry in XYZ format:
```
160
C41H85ClN4O27PS (ωB97M-V with the def2-TZVPD basis set)
N 5.464 -2.074 -1.419
C 5.012 -3.313 -2.061
C 4.620 -4.333 -0.980
C 3.119 -4.328 -0.666
C 2.321 -5.414 -1.403
C 0.862 -4.980 -1.610
N 0.738 -4.323 -2.926
C -0.236 -3.452 -3.198
N -0.326 -2.894 -4.400
P 0.746 -3.092 -5.835
O 2.165 -2.966 -5.098
Cl 0.451 -1.157 -6.400
N -1.153 -3.111 -2.198
S -2.526 -4.151 -2.291
C -1.417 -1.669 -1.981
C -0.460 -1.049 -0.967
O -0.993 -1.046 0.353
C -1.293 -2.260 0.860
O -2.278 -2.474 1.486
H 6.269 -2.278 -0.835
H 5.791 -1.418 -2.119
H 5.769 -3.753 -2.721
H 4.139 -3.058 -2.673
H 5.146 -4.041 -0.067
H 4.979 -5.330 -1.244
H 2.955 -4.437 0.408
H 2.723 -3.349 -0.959
H 2.779 -5.589 -2.380
H 2.323 -6.346 -0.835
H 0.602 -4.256 -0.840
H 0.171 -5.825 -1.559
H 0.925 -4.978 -3.677
H -1.124 -2.287 -4.543
H 2.607 -2.111 -5.214
H -2.278 -4.874 -1.189
H -2.437 -1.585 -1.601
H -1.376 -1.081 -2.902
H 0.524 -1.535 -0.990
H -0.317 0.000 -1.225
H -0.529 -3.029 0.657
C 1.673 1.467 0.568
C 2.635 0.508 -0.100
O 4.002 0.866 0.119
C 4.474 0.572 1.331
O 3.867 0.022 2.212
O 5.731 0.997 1.395
C 6.361 0.835 2.671
H 1.870 2.489 0.243
H 0.644 1.209 0.311
H 1.773 1.427 1.651
H 2.520 0.542 -1.184
H 2.474 -0.521 0.229
H 6.294 -0.196 3.013
H 5.914 1.500 3.407
H 7.402 1.104 2.522
C -2.746 1.053 -5.799
C -1.602 1.609 -4.975
O -1.857 2.945 -4.537
C -2.714 3.021 -3.512
O -3.196 2.079 -2.937
O -2.923 4.298 -3.230
C -3.868 4.533 -2.176
H -2.957 1.709 -6.643
H -2.490 0.064 -6.184
H -3.651 0.965 -5.201
H -0.698 1.677 -5.579
H -1.385 0.978 -4.111
H -3.583 3.991 -1.276
H -4.866 4.236 -2.489
H -3.849 5.601 -1.983
C 10.204 -5.937 1.535
C 9.065 -5.238 2.241
O 9.373 -3.860 2.517
C 9.300 -3.029 1.484
O 8.949 -3.310 0.365
O 9.656 -1.817 1.905
C 9.755 -0.822 0.881
H 11.124 -5.827 2.108
H 9.989 -6.999 1.420
H 10.378 -5.517 0.545
H 8.895 -5.678 3.221
H 8.135 -5.301 1.676
H 8.847 -0.779 0.284
H 10.619 -1.015 0.249
H 9.898 0.123 1.395
C -1.140 7.546 -2.605
C -0.473 6.409 -1.862
O 0.603 6.859 -1.023
C 0.225 7.434 0.118
O -0.907 7.552 0.512
O 1.318 7.842 0.759
C 1.063 8.532 1.988
H -0.403 8.108 -3.179
H -1.890 7.149 -3.289
H -1.628 8.232 -1.915
H -0.006 5.723 -2.566
H -1.189 5.845 -1.264
H 0.443 7.931 2.648
H 0.575 9.485 1.792
H 2.035 8.701 2.439
C -8.760 1.876 -1.519
C -8.472 0.445 -1.915
O -7.061 0.157 -1.914
C -6.528 -0.024 -0.710
O -7.111 -0.022 0.341
O -5.214 -0.218 -0.862
C -4.493 -0.374 0.366
H -8.220 2.567 -2.167
H -9.829 2.070 -1.603
H -8.456 2.066 -0.490
H -8.792 0.259 -2.938
H -8.986 -0.264 -1.267
H -4.910 -1.173 0.972
H -4.491 0.556 0.932
H -3.475 -0.622 0.086
C -9.729 5.446 2.046
C -8.945 4.900 0.874
O -7.634 5.487 0.776
C -6.739 5.031 1.649
O -6.913 4.162 2.462
O -5.596 5.691 1.452
C -4.548 5.345 2.364
H -9.788 6.534 1.989
H -10.741 5.041 2.035
H -9.261 5.177 2.991
H -9.428 5.160 -0.065
H -8.853 3.815 0.922
H -4.375 4.271 2.366
H -4.797 5.679 3.370
H -3.664 5.868 2.011
C -15.560 1.731 -0.389
C -15.183 0.300 -0.702
O -13.759 0.094 -0.675
C -13.217 0.022 0.539
O -13.804 0.078 1.587
O -11.900 -0.136 0.395
C -11.170 -0.175 1.625
H -15.050 2.415 -1.069
H -16.635 1.864 -0.502
H -15.285 1.994 0.631
H -15.475 0.040 -1.717
H -15.662 -0.402 -0.019
H -11.562 -0.933 2.299
H -11.199 0.797 2.113
H -10.144 -0.414 1.358
C 12.552 -3.289 4.576
C 12.913 -4.699 4.164
O 14.215 -5.089 4.622
C 14.292 -5.400 5.916
O 13.376 -5.419 6.696
O 15.558 -5.700 6.195
C 15.805 -6.009 7.571
H 13.318 -2.589 4.238
H 11.596 -3.006 4.135
H 12.471 -3.208 5.659
H 12.973 -4.764 3.078
H 12.171 -5.420 4.510
H 15.146 -6.803 7.913
H 15.666 -5.124 8.188
H 16.839 -6.335 7.619
```

Calculated values
DFT total energy = -137781.525 eV
multiplicity = 1
net charge = +1
highest occupied orbital energy = -11.573 eV
max |F| = 1.48 eV/A
HOMO-LUMO gap = 0.2921 hartree

=====

4.
Below is a 7-piece molecular cluster, C30H40N3O19 overall at a distorted geometry, with properties calculated with ωB97M-V with the def2-TZVPD basis set.

The geometry in XYZ format:
```
92
C30H40N3O19 (ωB97M-V with the def2-TZVPD basis set)
C -0.271 6.770 -1.725
C -0.725 5.541 -1.910
C -1.174 4.012 -1.728
C -0.822 2.946 -2.791
N -1.121 1.570 -2.856
N -1.782 1.208 -1.759
C -2.187 1.956 -0.636
C -2.945 1.190 0.580
C -2.067 1.156 1.954
C -0.473 1.283 1.725
C 0.414 0.547 2.892
N 1.850 0.992 2.623
C 2.660 0.394 3.726
C 3.460 1.382 4.710
O 2.705 -0.883 3.800
C -1.958 3.478 -0.482
H -0.018 7.899 -1.621
H -0.204 3.340 -3.699
H -2.032 0.186 -1.745
H -3.994 1.650 0.786
H -3.132 0.075 0.291
H -2.309 0.238 2.631
H -2.408 2.083 2.574
H -0.103 0.802 0.725
H -0.198 2.416 1.786
H 0.061 0.803 3.955
H 0.341 -0.591 2.643
H 2.127 0.524 1.728
H 2.947 2.421 4.657
H 4.561 1.544 4.404
H 3.343 0.984 5.791
H -2.270 4.111 0.415
C -0.302 -2.797 -1.957
C -0.131 -4.005 -1.092
O -0.464 -3.524 0.204
C -1.262 -2.437 0.035
O -1.859 -1.886 0.925
O -1.302 -2.050 -1.271
H -0.630 -3.052 -2.974
H 0.610 -2.194 -2.019
H -0.822 -4.811 -1.357
H 0.889 -4.392 -1.113
C -3.096 7.717 2.574
C -3.358 7.042 1.263
O -3.198 5.665 1.572
C -3.417 5.529 2.912
O -3.525 4.473 3.476
O -3.499 6.741 3.524
H -3.674 8.635 2.692
H -2.036 7.941 2.725
H -4.378 7.207 0.903
H -2.654 7.351 0.487
C 3.164 3.154 -0.992
C 2.225 4.092 -0.299
O 3.097 4.960 0.406
C 4.298 4.929 -0.240
O 5.211 5.673 -0.008
O 4.326 3.944 -1.182
H 2.772 2.803 -1.949
H 3.422 2.288 -0.375
H 1.628 4.682 -1.001
H 1.552 3.576 0.390
C -2.284 -6.910 -4.886
C -3.212 -5.966 -4.188
O -2.325 -5.104 -3.489
C -1.131 -5.145 -4.142
O -0.206 -4.404 -3.915
O -1.115 -6.128 -5.083
H -2.685 -7.256 -5.841
H -2.029 -7.778 -4.272
H -3.807 -5.371 -4.886
H -3.883 -6.478 -3.496
C -0.164 -7.117 -7.816
C 0.341 -6.760 -9.180
O -0.704 -7.198 -10.035
C -1.844 -7.228 -9.290
O -2.945 -7.393 -9.740
O -1.573 -7.047 -7.965
H 0.180 -6.422 -7.050
H 0.109 -8.135 -7.522
H 0.475 -5.682 -9.307
H 1.279 -7.264 -9.422
C 3.808 -1.691 9.522
C 4.419 -1.120 8.280
O 4.351 0.281 8.502
C 4.291 0.469 9.851
O 4.392 1.537 10.391
O 4.102 -0.711 10.505
H 4.240 -2.656 9.794
H 2.722 -1.797 9.443
H 5.468 -1.408 8.159
H 3.869 -1.398 7.379
```

Calculated values
DFT total energy = -75116.982 eV
multiplicity = 1
net charge = +1
highest occupied orbital energy = -11.630 eV
max |F| = 6.77 eV/A
HOMO-LUMO gap = 0.2384 hartree

=====

5.
Below is C50H45GeN4O3RuS as an isolated structure, with properties calculated with ωB97M-V with the def2-TZVPD basis set.

The geometry in XYZ format:
```
105
C50H45GeN4O3RuS (ωB97M-V with the def2-TZVPD basis set)
Ru 0.889 -0.371 -0.269
O -0.538 2.395 -2.091
C 0.108 1.864 0.229
N -0.681 0.686 0.181
C -2.005 0.631 -0.393
C -2.094 -0.546 -1.324
C -3.300 -0.976 -1.867
C -3.301 -2.078 -2.698
C -2.104 -2.737 -2.957
C -0.952 -2.256 -2.369
N -0.952 -1.177 -1.582
C 0.373 2.451 1.576
C -0.262 3.612 1.998
C -0.015 4.067 3.283
C 0.853 3.348 4.089
C 1.441 2.202 3.572
N 1.211 1.759 2.341
H -2.248 1.546 -0.934
H -2.742 0.494 0.403
H -4.215 -0.451 -1.627
H -4.226 -2.433 -3.135
H -2.067 -3.611 -3.591
H 0.005 -2.745 -2.503
H -0.926 4.142 1.328
H -0.491 4.967 3.648
H 1.077 3.667 5.098
H 2.129 1.614 4.168
C 5.375 -5.927 -1.863
C 4.442 -5.354 -0.787
C 4.713 -6.059 0.549
C 3.000 -5.653 -1.205
C 4.698 -3.856 -0.618
C 5.992 -3.399 -0.334
C 6.259 -2.050 -0.169
C 5.217 -1.145 -0.260
S 5.277 0.601 -0.125
C 3.558 0.674 -0.399
N 2.974 -0.556 -0.558
C 3.909 -1.574 -0.508
C 3.668 -2.933 -0.715
C 2.787 1.823 -0.490
C 3.202 3.163 -0.441
C 2.271 4.191 -0.686
C 0.958 3.968 -0.993
C 0.404 2.600 -1.060
C 1.384 1.527 -0.732
H 5.182 -6.994 -1.996
H 6.425 -5.809 -1.595
H 5.214 -5.427 -2.819
H 4.550 -7.135 0.451
H 4.044 -5.680 1.326
H 5.739 -5.899 0.883
H 2.871 -6.732 -1.313
H 2.759 -5.188 -2.163
H 2.275 -5.307 -0.466
H 6.808 -4.104 -0.242
H 7.268 -1.711 0.031
H 2.660 -3.245 -0.934
H 4.235 3.412 -0.236
H 2.622 5.215 -0.649
H 0.277 4.782 -1.205
H -0.077 2.568 -2.920
O 1.251 -1.402 1.786
C 1.194 -2.520 1.226
O 0.837 -2.596 0.005
C 1.576 -3.774 1.970
C 0.783 -3.950 3.264
Ge -1.128 -4.301 2.983
C -1.877 -5.045 4.629
C -1.186 -6.009 5.364
C -1.732 -6.560 6.515
C -2.984 -6.151 6.951
C -3.684 -5.191 6.234
C -3.133 -4.644 5.083
C -2.137 -2.681 2.572
C -3.374 -2.774 1.933
C -4.206 -1.666 1.826
C -3.806 -0.448 2.358
C -2.560 -0.331 2.961
C -1.732 -1.440 3.064
C -1.381 -5.600 1.542
C -1.686 -6.931 1.821
C -1.831 -7.859 0.798
C -1.675 -7.465 -0.523
C -1.379 -6.141 -0.816
C -1.235 -5.215 0.208
H 2.645 -3.684 2.186
H 1.440 -4.627 1.304
H 0.899 -3.070 3.899
H 1.187 -4.798 3.822
H -0.206 -6.342 5.038
H -1.180 -7.306 7.072
H -3.412 -6.578 7.849
H -4.660 -4.866 6.572
H -3.687 -3.888 4.537
H -3.700 -3.726 1.526
H -5.170 -1.759 1.342
H -4.461 0.413 2.295
H -2.230 0.625 3.350
H -0.759 -1.329 3.528
H -1.819 -7.250 2.850
H -2.067 -8.889 1.032
H -1.786 -8.188 -1.322
H -1.256 -5.828 -1.847
H -0.994 -4.186 -0.037
```

Calculated values
DFT total energy = -134614.186 eV
multiplicity = 6
highest occupied orbital energy (spin up / spin down) = -5.277 / -7.199 eV
max |F| = 0.37 eV/A
HOMO-LUMO gap (spin up / spin down) = 0.2133 / 0.2270 hartree

=====

6.
Below is C27H42N5O6TcTe2 as an isolated structure, with properties calculated with ωB97M-V with the def2-TZVPD basis set.

The geometry in XYZ format:
```
83
C27H42N5O6TcTe2 (ωB97M-V with the def2-TZVPD basis set)
Tc 0.012 0.485 0.182
N 1.154 4.501 -0.454
C 0.910 3.280 0.028
O 0.214 2.482 -0.620
C 1.460 2.848 1.346
C 0.592 1.690 1.821
H 0.758 4.766 -1.340
H 1.663 5.178 0.083
H 1.497 3.690 2.044
H 2.481 2.512 1.164
H -0.345 2.064 2.230
H 1.090 1.089 2.578
C -1.867 -1.834 4.782
O -1.372 -2.476 3.597
C -0.937 -1.637 2.648
O -0.874 -0.433 2.762
N -0.581 -2.338 1.549
N -0.014 -1.693 0.449
H -2.058 -2.637 5.487
H -2.784 -1.293 4.563
H -1.128 -1.142 5.178
H -0.586 -3.344 1.561
H -0.515 -1.972 -0.396
H 0.950 -2.018 0.341
N 4.691 0.356 1.401
C 4.640 -1.012 0.883
C 3.258 -1.577 1.096
O 2.806 -2.504 0.468
O 2.570 -1.032 2.095
H 5.633 0.721 1.395
H 3.095 -0.276 2.428
H 4.122 0.924 0.775
H 5.318 -1.655 1.448
H 4.879 -1.107 -0.175
C 2.933 0.497 -2.598
C 1.988 0.363 -1.437
O 2.414 0.629 -0.241
N 0.737 0.013 -1.577
Te -0.731 -0.787 -3.849
C -2.012 -1.630 -5.362
C -3.214 -0.978 -5.679
C -3.690 0.271 -4.965
C -4.040 -1.505 -6.673
C -3.711 -2.660 -7.365
C -4.609 -3.209 -8.445
C -2.511 -3.287 -7.051
C -1.654 -2.792 -6.071
C -0.364 -3.535 -5.816
C -0.681 -2.577 -2.706
C -1.874 -3.072 -2.138
C -3.230 -2.475 -2.419
C -1.812 -4.175 -1.284
C -0.617 -4.824 -0.997
C -0.578 -6.024 -0.080
C 0.537 -4.353 -1.605
C 0.533 -3.246 -2.454
C 1.865 -2.851 -3.045
H 3.645 1.295 -2.386
H 2.389 0.714 -3.516
H 3.489 -0.432 -2.740
H -2.877 0.950 -4.718
H -4.183 0.015 -4.023
H -4.409 0.810 -5.584
H -4.968 -0.991 -6.908
H -5.595 -2.745 -8.411
H -4.735 -4.287 -8.341
H -4.187 -3.024 -9.435
H -2.227 -4.187 -7.590
H -0.166 -4.243 -6.621
H -0.404 -4.093 -4.877
H 0.477 -2.843 -5.743
H -3.206 -1.388 -2.335
H -3.970 -2.865 -1.720
H -3.552 -2.717 -3.434
H -2.734 -4.537 -0.837
H -1.497 -6.109 0.500
H 0.265 -5.967 0.612
H -0.461 -6.946 -0.654
H 1.483 -4.856 -1.416
H 2.359 -3.732 -3.461
H 2.512 -2.448 -2.264
H 1.759 -2.104 -3.826
Te -2.454 0.652 -0.200
```

Calculated values
DFT total energy = -65201.908 eV
multiplicity = 3
ΔE to the lowest compared entry with this formula, charge and spin = 0.00 kJ/mol
highest occupied orbital energy (spin up / spin down) = -6.696 / -6.709 eV
max |F| = 0.99 eV/A
HOMO-LUMO gap (spin up / spin down) = 0.2547 / 0.2246 hartree

=====

Number 1: molar mass 114.212 g mol⁻¹. Number 2: molar mass 174.208 g mol⁻¹. Number 3: molar mass 1164.626 g mol⁻¹. Number 4: molar mass 746.652 g mol⁻¹. Number 5: molar mass 955.682 g mol⁻¹. Number 6: molar mass 885.862 g mol⁻¹.